(1)
The following is a DFT calculation (wB97M-V/def2-TZVPD) of a structure of composition C44H38EuN5O4Sb at a distorted geometry.

## Properties
multiplicity = 8
HOMO-LUMO gap (spin up / spin down) = 7.12 / 8.00 eV
relative energy (zero: lowest compared OMol25 entry of this formula, charge and spin) = 39.72 kcal per mole
expectation value of S² = 15.76

Each line ends with the Löwdin charge.
Element x y z (Å)
1 Eu 1.64903 -1.06050 1.47359  1.642
2 C 0.59224 -2.22456 4.92868  -0.193
3 C 1.38915 -1.09418 5.54118  -0.133
4 C 2.32371 -0.39965 4.66438  -0.318
5 C 3.40304 -1.18719 4.08628  -0.042
6 C 4.17593 -0.57028 3.15683  -0.122
7 C 3.97924 0.79725 2.86584  -0.093
8 C 3.08153 1.46487 3.63866  -0.149
9 N 2.15906 0.88519 4.44757  0.130
10 N -0.18844 -1.98002 3.73134  -0.169
11 C -1.29390 -1.05172 3.77100  -0.143
12 C -0.95090 0.37353 3.48443  -0.284
13 C -1.35467 1.40066 4.31211  0.005
14 C -0.98652 2.72863 3.94505  -0.038
15 C -0.20603 2.96548 2.87497  -0.071
16 C 0.13515 1.88700 2.14284  -0.178
17 N -0.22759 0.66129 2.39769  0.039
18 C -0.73212 -3.27121 3.30647  -0.141
19 C -1.27385 -3.29802 1.87534  -0.256
20 C -2.32051 -4.15994 1.50862  0.011
21 C -2.83521 -4.04661 0.21462  -0.065
22 C -2.22598 -3.22655 -0.65781  -0.071
23 C -1.14870 -2.42736 -0.24402  -0.101
24 N -0.70455 -2.41702 1.03481  0.047
25 H 1.30798 -3.01774 4.70803  0.119
26 H -0.03730 -2.65519 5.71766  0.129
27 H 0.66889 -0.35246 5.98932  0.134
28 H 1.96485 -1.46739 6.37323  0.126
29 H 3.57924 -2.18318 4.42787  0.119
30 H 5.07935 -1.07931 2.80418  0.127
31 H 4.63091 1.37936 2.20402  0.119
32 H 2.84573 2.55246 3.52712  0.125
33 H -2.02567 -1.30937 2.96415  0.140
34 H -1.90550 -1.15132 4.71388  0.145
35 H -1.91956 1.13187 5.25042  0.131
36 H -1.39513 3.58765 4.45340  0.111
37 H -0.02702 3.94967 2.69527  0.089
38 H 0.68787 2.10670 1.26040  0.106
39 H 0.06744 -3.97632 3.26155  0.099
40 H -1.52819 -3.61994 3.98083  0.135
41 H -2.75329 -4.88059 2.16772  0.110
42 H -3.61497 -4.69592 -0.16589  0.115
43 H -2.43253 -3.18655 -1.69609  0.099
44 H -0.57568 -1.77569 -0.95405  0.074
45 O 1.13162 -5.34176 1.34059  -0.005
46 C 1.75434 -4.27803 1.11368  -0.643
47 O 2.17283 -3.46290 1.98143  -0.165
48 C 1.97838 -3.89804 -0.36974  -0.186
49 C 1.89724 -4.79084 -1.44871  0.023
50 C 2.19887 -4.25183 -2.71155  -0.064
51 C 2.43453 -2.93466 -2.87692  -0.003
52 C 2.32163 -2.10750 -1.76643  -0.206
53 N 2.16827 -2.61022 -0.55683  0.065
54 C 2.37661 -0.65124 -1.79816  -0.724
55 O 2.38645 -0.03815 -2.87912  -0.034
56 O 2.29759 -0.15873 -0.65577  -0.223
57 H 1.40988 -5.76293 -1.39604  0.119
58 H 2.24206 -4.93599 -3.59970  0.126
59 H 2.57938 -2.55392 -3.88603  0.126
60 C -1.44421 1.39412 -7.30223  -0.095
61 C -0.15503 1.11200 -6.88646  -0.102
62 C 0.11752 1.01148 -5.54138  -0.109
63 C -0.94213 1.12323 -4.56679  -0.345
64 C -2.24624 1.44029 -5.01533  -0.134
65 C -2.46270 1.59911 -6.37208  -0.107
66 Sb -0.46395 1.05363 -2.43379  1.554
67 C -2.41116 1.87109 -1.80023  -0.381
68 C -3.42663 0.92693 -1.63033  -0.192
69 C -4.67534 1.23543 -1.20527  -0.102
70 C -4.97226 2.55927 -0.78141  -0.078
71 C -3.94856 3.50218 -0.92331  -0.105
72 C -2.71442 3.18520 -1.44645  -0.129
73 C 0.65341 2.92798 -2.49854  -0.345
74 C 0.21433 3.95305 -3.31960  -0.157
75 C 0.90671 5.15618 -3.41270  -0.103
76 C 2.10057 5.29464 -2.74661  -0.070
77 C 2.62195 4.20287 -1.90946  -0.066
78 C 1.91889 3.03389 -1.84821  -0.136
79 H -1.69654 1.56001 -8.35293  0.102
80 H 0.65375 1.09279 -7.52416  0.077
81 H 1.13711 0.84903 -5.19836  0.093
82 H -3.04459 1.59343 -4.27596  0.087
83 H -3.44928 1.91358 -6.70419  0.099
84 H -3.22180 -0.10013 -1.87780  0.077
85 H -5.48336 0.53305 -0.99468  0.102
86 H -5.96640 2.72224 -0.41477  0.089
87 H -4.25641 4.54200 -0.69226  0.108
88 H -1.99240 3.95830 -1.61051  0.080
89 H -0.78752 3.83903 -3.70630  0.087
90 H 0.47153 5.90642 -4.13005  0.120
91 H 2.70440 6.14106 -2.77693  0.068
92 H 3.52874 4.40055 -1.38600  0.083
93 H 2.32587 2.13691 -1.38916  0.066

***

(2)
The following is a DFT calculation (wB97M-V/def2-TZVPD) of a structure of composition C44H38N2O2P2STi.

## Properties
multiplicity = 2
HOMO-LUMO gap (spin up / spin down) = 7.28 / 7.44 eV
relative energy (zero: lowest compared OMol25 entry of this formula, charge and spin) = 0.00 kcal per mole
expectation value of S² = 0.75
net charge = +3

Each line ends with the Löwdin charge.
Element x y z (Å)
1 Ti -0.15636 0.14349 -0.17407  0.813
2 O -0.03426 -1.55266 0.79913  -0.615
3 S 0.38497 -0.83467 2.13931  1.095
4 C -0.94979 -1.27726 3.23314  -0.334
5 C -0.82331 -1.87118 4.47693  -0.030
6 C -1.96563 -2.08892 5.23726  -0.012
7 C -3.20485 -1.70762 4.75606  -0.004
8 C -3.31529 -1.10941 3.50523  -0.041
9 C -2.19653 -0.87664 2.71716  -0.328
10 P -2.45574 -0.11871 1.05856  1.055
11 C -3.18303 -1.42566 0.03910  -0.377
12 C -3.27750 -2.75357 0.44481  -0.063
13 C -3.78693 -3.70690 -0.42831  -0.040
14 C -4.19973 -3.34116 -1.70102  -0.041
15 C -4.10164 -2.01702 -2.11383  -0.054
16 C -3.58700 -1.06282 -1.25142  -0.117
17 C -3.67923 1.17777 1.29684  -0.383
18 C -3.22594 2.41100 1.77408  -0.103
19 C -4.13013 3.43387 2.01164  -0.053
20 C -5.48320 3.23239 1.76277  -0.036
21 C -5.93446 2.01073 1.28136  -0.038
22 C -5.03671 0.97765 1.04764  -0.073
23 C 2.03848 -1.44510 2.41355  -0.328
24 C 2.48848 -2.04824 3.57570  -0.031
25 C 3.81156 -2.46360 3.65291  -0.010
26 C 4.66078 -2.28382 2.57538  -0.004
27 C 4.19815 -1.66523 1.42038  -0.053
28 C 2.89063 -1.20410 1.32004  -0.325
29 P 2.40622 -0.39159 -0.25922  1.075
30 C 2.93744 -1.59289 -1.50609  -0.372
31 C 2.23067 -2.79922 -1.56831  -0.111
32 C 2.59040 -3.76400 -2.49495  -0.050
33 C 3.65180 -3.53148 -3.36335  -0.040
34 C 4.35807 -2.33975 -3.29812  -0.041
35 C 4.00667 -1.36663 -2.36912  -0.068
36 C 3.41806 1.09437 -0.43296  -0.368
37 C 4.28888 1.56567 0.54375  -0.060
38 C 5.00439 2.73775 0.32489  -0.041
39 C 4.85825 3.43647 -0.86489  -0.051
40 C 3.97618 2.97763 -1.83908  -0.070
41 C 3.24907 1.81772 -1.62019  -0.125
42 H 0.12607 -2.17094 4.87654  0.093
43 H -1.87280 -2.55700 6.20783  0.133
44 H -4.09325 -1.87123 5.35143  0.133
45 H -4.29134 -0.81256 3.14026  0.124
46 H -2.96714 -3.05195 1.43783  0.111
47 H -3.87026 -4.73659 -0.10703  0.122
48 H -4.60748 -4.08621 -2.37135  0.122
49 H -4.44001 -1.72931 -3.10066  0.118
50 H -3.53601 -0.02519 -1.56847  0.104
51 H -2.17046 2.55974 1.98168  0.101
52 H -3.78619 4.38456 2.39753  0.117
53 H -6.18920 4.03072 1.94968  0.124
54 H -6.98895 1.85806 1.09314  0.123
55 H -5.39287 0.02515 0.67544  0.114
56 H 1.84895 -2.20454 4.42273  0.093
57 H 4.16465 -2.93898 4.55803  0.134
58 H 5.68732 -2.62111 2.62892  0.133
59 H 4.86964 -1.53618 0.57920  0.129
60 H 1.41976 -2.99634 -0.87416  0.101
61 H 2.05360 -4.70289 -2.53395  0.120
62 H 3.93498 -4.28796 -4.08323  0.123
63 H 5.19356 -2.16719 -3.96347  0.122
64 H 4.57459 -0.44707 -2.31790  0.108
65 H 4.42506 1.02400 1.47137  0.108
66 H 5.68997 3.09488 1.08199  0.124
67 H 5.43564 4.33508 -1.03835  0.125
68 H 3.87008 3.51609 -2.77219  0.121
69 H 2.57590 1.45263 -2.39088  0.108
70 C 1.41460 4.08158 0.43703  0.062
71 C 0.40514 3.15334 -0.13754  -0.424
72 O 0.23676 1.99742 0.36214  -0.144
73 N -0.32196 3.53796 -1.16859  0.147
74 C -1.41651 2.74189 -1.72133  -0.065
75 C -0.96690 1.69041 -2.71340  -0.230
76 C -1.06395 1.90464 -4.07252  0.028
77 C -0.68798 0.90032 -4.95635  0.020
78 C -0.22327 -0.30254 -4.45025  0.006
79 C -0.13914 -0.44994 -3.08351  -0.083
80 N -0.50211 0.52014 -2.22298  -0.015
81 H 1.68400 3.74939 1.43522  0.111
82 H 1.04225 5.10473 0.46977  0.113
83 H 2.31107 4.05908 -0.18945  0.083
84 H -0.18362 4.47446 -1.52157  0.179
85 H -2.10472 3.42517 -2.21261  0.149
86 H -1.96205 2.28072 -0.89326  0.107
87 H -1.44866 2.84587 -4.44315  0.137
88 H -0.76768 1.05538 -6.02454  0.138
89 H 0.07314 -1.11441 -5.09925  0.134
90 H 0.23585 -1.36991 -2.64850  0.111

***

(3)
The following is a DFT calculation (wB97M-V/def2-TZVPD) of a structure of composition C44H38N7O4PtS4 at a distorted geometry.

## Properties
HOMO-LUMO gap (spin up / spin down) = 6.89 / 6.90 eV
net charge = +1

Each line ends with the Löwdin charge.
Element x y z (Å)
1 Pt -1.01957 1.92512 1.14340  0.784
2 N -2.12927 0.45962 0.02460  -0.392
3 S -2.04587 -1.00078 -0.16260  0.817
4 N -1.00077 -1.62588 -1.28720  -0.354
5 S 0.50363 -2.00188 -1.25640  0.899
6 N 1.54013 -1.25538 -0.39450  -0.375
7 S 1.53943 0.34972 0.03920  0.807
8 N 0.70943 0.62732 1.21590  -0.343
9 C 1.28413 1.16022 -1.56310  -0.316
10 C 2.26923 0.95472 -2.51010  -0.082
11 C 2.11433 1.51012 -3.76780  -0.062
12 C 0.98123 2.25172 -4.06350  -0.055
13 C 0.01123 2.46362 -3.09720  -0.041
14 C 0.16493 1.91882 -1.83270  -0.097
15 C 3.31393 0.55532 0.31710  -0.303
16 C 3.79093 1.85452 0.31320  -0.054
17 C 5.13153 2.09262 0.56150  -0.045
18 C 5.98573 1.02832 0.80430  -0.059
19 C 5.49893 -0.26898 0.80390  -0.060
20 C 4.15603 -0.51198 0.56300  -0.064
21 C 0.80423 -3.71938 -0.77920  -0.311
22 C 0.50363 -4.74558 -1.65890  -0.056
23 C 0.77993 -6.05088 -1.28380  -0.050
24 C 1.33963 -6.31348 -0.04250  -0.051
25 C 1.62653 -5.27698 0.83280  -0.053
26 C 1.36043 -3.96938 0.46410  -0.077
27 C 1.02913 -1.90258 -2.97320  -0.317
28 C 2.35813 -2.20328 -3.22350  -0.074
29 C 2.86173 -2.02008 -4.49880  -0.051
30 C 2.03283 -1.53548 -5.50100  -0.058
31 C 0.70003 -1.25768 -5.24150  -0.053
32 C 0.18773 -1.43948 -3.96690  -0.050
33 C -1.75397 -2.00818 1.30850  -0.293
34 C -1.59837 -3.37798 1.20580  -0.107
35 C -1.36827 -4.11448 2.35550  -0.065
36 C -1.27997 -3.47448 3.58190  -0.051
37 C -1.41437 -2.09768 3.66610  -0.036
38 C -1.65247 -1.35368 2.52190  -0.060
39 C -3.61647 -1.51728 -0.93330  -0.275
40 C -4.37617 -0.49718 -1.48450  -0.067
41 C -5.59007 -0.78938 -2.08330  -0.057
42 C -6.04837 -2.09728 -2.11420  -0.063
43 C -5.28977 -3.10918 -1.54970  -0.062
44 C -4.06927 -2.82388 -0.95650  -0.060
45 H 3.14873 0.38192 -2.25200  0.118
46 H 2.88133 1.37352 -4.51300  0.113
47 H 0.87513 2.69472 -5.04210  0.112
48 H -0.85487 3.06492 -3.32440  0.115
49 H -0.57317 2.10682 -1.04640  0.031
50 H 3.11073 2.65932 0.08990  0.091
51 H 5.50793 3.10372 0.56380  0.115
52 H 7.03073 1.21022 1.00380  0.111
53 H 6.16633 -1.09458 0.99480  0.110
54 H 3.75473 -1.51198 0.54820  0.097
55 H 0.07273 -4.52008 -2.62360  0.123
56 H 0.56293 -6.85858 -1.96480  0.114
57 H 1.55673 -7.33078 0.24210  0.114
58 H 2.05903 -5.48038 1.79990  0.117
59 H 1.58353 -3.13728 1.11370  0.114
60 H 2.97593 -2.56008 -2.41240  0.122
61 H 3.89493 -2.25278 -4.70780  0.116
62 H 2.42963 -1.37988 -6.49200  0.115
63 H 0.05623 -0.89908 -6.02910  0.117
64 H -0.84117 -1.22398 -3.72670  0.111
65 H -1.63927 -3.86628 0.24500  0.095
66 H -1.25597 -5.18568 2.29500  0.113
67 H -1.09447 -4.05088 4.47510  0.112
68 H -1.33917 -1.59228 4.61620  0.119
69 H -1.72917 -0.27408 2.56550  0.065
70 H -4.00627 0.51432 -1.41850  0.100
71 H -6.18257 0.00522 -2.51120  0.112
72 H -7.00287 -2.32758 -2.56280  0.111
73 H -5.65127 -4.12628 -1.55820  0.111
74 H -3.50467 -3.62348 -0.50950  0.093
75 O -2.12437 3.32232 4.98990  0.019
76 C -1.32097 3.03262 4.10900  -0.652
77 O -1.38017 1.95912 3.42990  -0.161
78 C -0.24117 4.03722 3.72830  -0.102
79 C 0.09373 5.12482 4.53080  0.019
80 C 1.00503 6.06822 4.07260  -0.041
81 C 1.51973 5.99672 2.79150  0.021
82 C 1.17313 4.91342 1.98850  -0.139
83 C 0.35003 3.91752 2.48780  -0.008
84 N 1.62853 4.81222 0.64590  -0.321
85 O 1.28333 3.81352 0.00870  0.009
86 O 2.32903 5.69212 0.18530  0.111
87 H -0.35167 5.20882 5.51100  0.125
88 H 1.29823 6.88122 4.71780  0.112
89 H 2.17833 6.75672 2.40180  0.123
90 H 0.17513 3.01472 1.87260  -0.004
91 N -3.94217 2.19172 2.50950  0.124
92 C -3.56697 3.45452 2.29950  -0.897
93 N -4.00307 4.41522 3.11060  0.139
94 S -2.67637 3.85122 0.91200  0.691
95 H -4.21697 1.89522 3.43430  0.128
96 H -3.52367 1.49012 1.90450  0.055
97 H -4.31687 4.18082 4.04050  0.122
98 H -3.68797 5.35932 2.96230  0.111